8
Properties=species:S:1:pos:R:3 method="wB97M-V/def2-TZVPD" molar_mass_g_mol=106.11 gap_ha=0.3847 smiles="[nH]1oo1.N=C=S" fmax_ha_per_bohr=0.077 energy_ev=-18972.392 lumo_ev=0.8 relative_energy_kcal_mol=206.1 e_homo_ev=-9.67
C 1.167 0.217 1.221
N -1.299 -0.410 -1.392
N 0.789 0.822 0.277
O -0.652 -1.285 -0.521
O -1.589 -0.455 -0.011
S 1.522 -0.870 2.205
H -0.742 0.361 -1.539
H 0.804 1.618 -0.240